ORCA calculation (ωB97M-V with the def2-TZVPD basis set) on a structure of composition C40H48N7O2Rb.

Atoms and positions in Å:
Rb 0.50460 0.18025 -0.03216
C -1.52881 -6.08691 3.74195
C -1.62075 -4.74558 3.07008
C -2.79069 -4.11214 2.83791
C -2.86289 -2.84654 2.15820
C -4.12827 -2.29001 2.04763
N -4.59891 -1.34332 1.24131
C -4.09467 -0.96272 -0.07215
C -5.28645 -0.70024 -1.00068
C -4.89515 -0.60314 -2.47843
N -4.31390 -1.87197 -2.91234
C -2.97725 -2.03802 -2.91966
C -2.02938 -1.18287 -3.41755
C -2.17328 -0.21762 -4.45979
C -1.07810 0.36230 -5.01905
C -1.17805 1.34466 -6.15276
C 0.22737 -0.01865 -4.55642
C 0.44205 -0.89161 -3.53525
C 1.78372 -1.25110 -3.06229
N 1.92527 -2.17384 -2.21222
C 3.19993 -2.47178 -1.59580
C 3.03798 -3.63754 -0.62009
C 1.80984 -3.54725 0.28424
N 1.86200 -2.38453 1.16818
C 0.89194 -2.11185 1.93478
C -0.39241 -2.83897 2.12078
C -0.41754 -4.06979 2.69076
C -1.63823 -2.13289 1.80542
O -1.62940 -0.98184 1.34374
C -0.72311 -1.35150 -2.79004
O -0.67815 -1.74549 -1.61526
H -2.51739 -6.48084 3.97461
H -0.96495 -6.01860 4.67484
H -1.01646 -6.81079 3.10478
H -3.72474 -4.57706 3.13952
H -4.88763 -2.68942 2.71615
H -5.53817 -1.03910 1.44218
H -3.46992 -1.78200 -0.43033
H -3.44689 -0.09261 -0.01823
H -5.78232 0.23015 -0.70953
H -6.02470 -1.50317 -0.88995
H -4.14445 0.17536 -2.61267
H -5.76034 -0.34513 -3.08812
H -4.82334 -2.67984 -2.58788
H -2.61170 -2.95265 -2.45748
H -3.15837 -0.01525 -4.86813
H -2.21438 1.52543 -6.43464
H -0.64488 0.98122 -7.03349
H -0.73279 2.30204 -5.87322
H 1.08273 0.42208 -5.06191
H 2.61546 -0.64526 -3.45363
H 3.55082 -1.58518 -1.06438
H 3.96296 -2.71569 -2.34400
H 3.93596 -3.71562 -0.00110
H 2.95827 -4.56756 -1.18925
H 1.76881 -4.46239 0.88209
H 0.90107 -3.50621 -0.32348
H 0.99553 -1.19618 2.52897
H 0.52507 -4.55334 2.93133
C -0.76596 2.43700 2.44668
N -0.86861 2.69672 1.01513
C -2.20015 2.45776 0.53294
C -0.23667 3.89356 0.57433
C -0.94894 4.94200 0.00932
C -0.31064 6.08688 -0.45853
C 1.06712 6.17574 -0.33768
C 1.79348 5.14327 0.23474
C 1.18103 3.96097 0.70419
N 1.85723 2.87479 1.17327
C 3.02387 3.05655 1.86667
C 3.26266 4.15577 2.71631
C 4.40336 4.25288 3.49742
C 5.36302 3.25491 3.45914
C 5.16337 2.16207 2.62238
C 4.02436 2.04396 1.83645
N 3.78989 0.91579 0.99534
C 4.65146 -0.22340 1.22836
C 3.73530 1.27755 -0.41428
H -1.44304 3.07540 3.03464
H 0.26247 2.58790 2.76314
H -1.04718 1.39531 2.63714
H -3.01781 3.02812 1.00894
H -2.43874 1.40464 0.71043
H -2.25168 2.65677 -0.54056
H -2.02855 4.87631 -0.06288
H -0.88662 6.89257 -0.89621
H 1.59306 7.05333 -0.69670
H 2.87083 5.23011 0.30277
H 2.51275 4.93438 2.77996
H 4.52770 5.11230 4.14654
H 6.25989 3.31869 4.06266
H 5.92260 1.39121 2.58594
H 5.68805 -0.06356 0.88906
H 4.24476 -1.09081 0.71176
H 4.66764 -0.45997 2.29187
H 4.72687 1.32043 -0.88978
H 3.24054 2.24074 -0.51105
H 3.12875 0.55145 -0.97595

Relative energy (zero: lowest compared OMol25 entry of this formula, charge and spin) = 40.0 kcal per mole
Energy = -2110.79312 hartree
HOMO energy = -4.870 eV
M = 744.34 Da
Multiplicity = 1
Total charge = 0
Kohn-Sham gap = 3.85 eV

ORCA calculation (ωB97M-V with the def2-TZVPD basis set) on a structure of composition C40H49BLiN10O.

Atoms and positions in Å:
Li -1.19208 0.20808 0.08173
C 1.75942 -2.27517 2.76781
C 0.37412 -1.69470 2.46875
C -0.67861 -2.37353 3.34628
C 0.35501 -0.20154 2.65404
C 0.67215 0.53254 3.81156
C 0.47365 1.84654 3.44953
N 0.06810 1.87860 2.16910
N -0.00805 0.62322 1.67263
B -0.31755 3.14472 1.37498
N 0.71962 3.50379 0.27439
C 1.72126 4.38887 0.40897
C 2.35532 4.51224 -0.81095
C 1.63175 3.64850 -1.66252
N 0.66161 3.03946 -0.98934
C 1.78780 3.42857 -3.14518
C 1.64277 1.95516 -3.51711
C 3.10646 3.99736 -3.66191
N -1.71462 3.03381 0.75212
C -2.64873 4.00197 0.78373
C -3.66420 3.65397 -0.07505
C -3.25797 2.41744 -0.61407
N -2.08623 2.05864 -0.10763
C -3.99381 1.59871 -1.64143
C -3.11107 0.54548 -2.30133
C -5.24989 0.95354 -1.04902
H 1.75121 -3.36106 2.64876
H 2.51708 -1.86846 2.09992
H 2.06467 -2.05166 3.79425
H 0.13121 -1.88188 1.42069
H -0.47721 -2.18633 4.40500
H -1.67878 -2.00878 3.11679
H -0.66043 -3.45553 3.18904
H 0.99566 0.15792 4.76819
H 0.58189 2.76115 4.00931
H -0.32183 4.05685 2.16871
H 1.90260 4.87723 1.35338
H 3.18487 5.15594 -1.05368
H 0.96890 3.97259 -3.63034
H 2.46849 1.37602 -3.09694
H 0.70425 1.55371 -3.13707
H 1.66157 1.83051 -4.60269
H 3.95257 3.48231 -3.20043
H 3.17939 3.85877 -4.74253
H 3.19461 5.06539 -3.45391
H -2.50922 4.87179 1.40428
H -4.56392 4.20567 -0.29173
H -4.31636 2.30782 -2.41301
H -2.86544 -0.25396 -1.60022
H -3.63748 0.09170 -3.14449
H -2.17516 0.97378 -2.66250
H -4.97638 0.20787 -0.30064
H -5.89061 1.69655 -0.57000
H -5.82847 0.45515 -1.83104
N -3.70510 -9.66131 -0.89863
C -3.42576 -8.55078 -0.79298
C -3.07646 -7.16212 -0.66102
C -2.56673 -6.68515 0.54515
C -2.23727 -5.34712 0.66740
C -2.39957 -4.47596 -0.40621
C -2.90800 -4.96203 -1.60733
C -3.25000 -6.29646 -1.73894
C -2.03343 -3.03627 -0.26829
C -2.84293 -2.28308 0.59384
C -4.00661 -2.73437 1.28704
C -4.45682 -1.66339 2.02461
C -3.55140 -0.60151 1.75192
N -2.60243 -0.95997 0.90753
C -0.92279 -2.61436 -0.99883
C -0.07477 -3.44809 -1.79874
C 0.89704 -2.63348 -2.31821
C 0.61175 -1.33029 -1.81707
N -0.45048 -1.30568 -1.03998
H -2.43320 -7.36427 1.37646
H -1.84728 -4.96151 1.60084
H -3.03319 -4.28109 -2.43911
H -3.64959 -6.67307 -2.67089
H -4.44638 -3.71825 1.22919
H -5.31745 -1.62600 2.67444
H -3.57696 0.40499 2.15227
H -0.17969 -4.51253 -1.94073
H 1.72511 -2.90676 -2.95307
H 1.17213 -0.42502 -2.00993
O 4.85009 -0.41555 -1.08389
C 4.15014 0.53009 -0.78423
C 3.01235 0.47192 0.19318
C 3.62976 0.81136 1.56726
C 4.51584 2.06726 1.63241
C 5.86484 1.95935 0.89456
C 5.77016 2.27251 -0.61134
N 4.48869 1.83008 -1.16047
H 2.56605 -0.51994 0.21034
H 2.23504 1.19947 -0.05823
H 4.23112 -0.04656 1.88658
H 2.81421 0.91597 2.28479
H 4.71772 2.26034 2.68930
H 3.95445 2.93500 1.26871
H 6.25430 0.94567 1.02870
H 6.59349 2.63623 1.34899
H 6.58830 1.80684 -1.15884
H 5.82758 3.35030 -0.77952
H 3.76026 2.48730 -0.90614

Relative energy (zero: lowest compared OMol25 entry of this formula, charge and spin) = 0.4 kcal per mole
Energy = -2209.11138 hartree
HOMO energy = -4.779 eV
M = 703.65 Da
Multiplicity = 1
Total charge = -1
Kohn-Sham gap = 6.71 eV

ORCA calculation (ωB97M-V with the def2-TZVPD basis set) on a structure of composition C40H49BiN7O7SbSe4 in a non-equilibrium geometry.

Atoms and positions in Å:
Bi -0.65220 0.42122 0.80461
C -3.96872 -5.24980 0.19775
C -2.84037 -4.29103 -0.03856
C -2.62442 -3.69116 -1.26633
C -1.61184 -2.74539 -1.44684
C -1.63448 -1.96978 -2.63714
N -0.77514 -1.03533 -2.91405
C -1.04301 0.14316 -3.85024
C -0.32711 1.38797 -3.25679
C -0.96039 2.77591 -3.36481
N -2.26494 2.79064 -2.66427
C -2.53842 3.16292 -1.45058
C -1.80550 3.95009 -0.48275
C -1.15817 5.15186 -0.73276
C -0.55854 5.85558 0.27630
C 0.22843 7.10890 0.07913
C -0.61995 5.29880 1.57583
C -1.23065 4.06922 1.85107
C -1.03173 3.37624 3.14965
N -0.73387 2.15477 3.23008
C -0.70358 1.46405 4.49080
C -1.34179 0.07682 4.41880
C -0.36893 -1.07352 4.02943
N -1.01128 -1.97818 3.10161
C -0.41474 -2.26329 2.03557
C -1.07362 -2.92192 0.89762
C -2.10640 -3.84414 1.07192
C -0.78243 -2.36157 -0.35498
O 0.09366 -1.39698 -0.43684
C -1.78551 3.35034 0.78437
O -2.19855 2.10019 0.91862
H -4.43887 -5.57390 -0.74275
H -3.58916 -6.16366 0.63795
H -4.72576 -4.80813 0.87675
H -3.25893 -3.84469 -2.13321
H -2.48097 -2.05155 -3.32252
H -0.04400 -0.97863 -2.20499
H -0.53555 -0.06201 -4.78682
H -2.14249 0.22729 -3.95012
H -0.21798 1.20867 -2.18971
H 0.69659 1.43655 -3.69339
H -0.33695 3.51812 -2.89413
H -1.21502 3.10646 -4.37727
H -3.00632 2.07037 -2.96087
H -3.46298 2.79241 -1.08855
H -1.10663 5.47786 -1.75672
H 0.11318 7.51601 -0.95368
H -0.04771 7.85975 0.82303
H 1.30316 6.88772 0.14200
H -0.03461 5.75239 2.39392
H -1.19473 3.89195 4.10263
H 0.35395 1.39801 4.73364
H -1.13342 2.08570 5.27634
H -1.82778 -0.14847 5.36434
H -2.14063 0.19301 3.63338
H 0.50532 -0.64621 3.57105
H -0.12103 -1.71540 4.87063
H 0.62875 -1.91403 1.82773
H -2.32272 -4.23783 2.05623
O -6.47143 -0.45085 -2.22413
C -5.48264 -0.30656 -1.56586
C -4.18998 0.39296 -1.95537
O -4.10377 1.07038 -3.01241
C -3.25309 0.10577 -0.97590
C -3.78787 -0.58507 0.15658
O -3.16373 -0.81425 1.16883
C -5.24382 -0.94996 -0.18305
O -6.00334 -1.63434 0.44905
O -1.97706 0.42028 -1.01465
Se 0.93673 -5.92407 2.78769
Sb 1.32554 -6.11907 0.46476
Se 0.25639 -7.28066 -1.19631
Se 3.67253 -5.77356 -0.04436
Se 2.26309 -3.83127 -0.53127
N 2.90977 -3.62689 2.70594
C 3.42571 -2.36704 3.37695
C 3.82190 -1.27430 2.36913
N 2.66072 -0.76163 1.63424
H 2.47963 -4.31476 3.35117
H 3.67717 -4.14855 2.28376
H 2.23477 -3.47284 1.96585
H 4.24381 -2.68178 3.99282
H 2.58966 -2.02586 4.00176
H 4.67005 -1.67250 1.76181
H 4.29825 -0.48510 2.98999
H 2.84072 0.19443 1.38476
H 2.43674 -1.31220 0.79687
C 3.52710 -1.26007 -3.87064
N 3.64301 -0.35430 -2.71469
C 4.73526 -0.80590 -1.87784
C 2.40603 -0.16522 -1.92193
C 2.29372 1.14615 -1.11560
C 3.33537 2.05132 -1.32295
C 3.35482 3.28560 -0.70681
C 2.29832 3.60543 0.14022
C 1.31190 2.68900 0.39335
C 1.21590 1.47143 -0.25794
H 4.45207 -1.27954 -4.45634
H 2.69960 -0.90246 -4.51648
H 3.35323 -2.31813 -3.55051
H 5.60546 -0.91531 -2.49373
H 4.54073 -1.80771 -1.43065
H 4.93336 -0.09959 -1.10238
H 2.17465 -1.02992 -1.29428
H 1.66461 -0.16085 -2.69506
H 4.11229 1.78025 -2.02661
H 4.13877 3.99128 -0.96908
H 2.23203 4.58674 0.53685
H 0.53275 3.02673 1.04334

Energy = -12524.10832 hartree
HOMO energy = -7.420 eV
M = 1386.45 Da
Multiplicity = 1
Total charge = 0
Kohn-Sham gap = 6.70 eV

ORCA calculation (ωB97M-V with the def2-TZVPD basis set) on a structure of composition C40H49Br2N5O5SiTi in a non-equilibrium geometry.

Atoms and positions in Å:
Ti 2.54021 0.74520 1.36226
C 1.43491 -1.24077 3.83652
O 1.30666 -0.01998 3.13635
C 0.10761 0.69936 3.33169
C -0.97190 0.21013 3.98612
C -2.14834 0.93584 4.10748
C -2.18254 2.23448 3.57425
C -1.04765 2.72008 2.90614
C 0.09312 1.97243 2.77619
N 1.20104 2.25007 1.97686
N 1.38753 3.51226 1.67746
C 2.29717 3.99696 0.85065
C 3.46586 3.31911 0.39284
O 3.70520 2.10207 0.79399
C 4.40223 3.94500 -0.42407
C 4.26782 5.28021 -0.72896
C 3.16091 5.98983 -0.27630
C 2.95703 7.36076 -0.70866
C 1.85618 8.12625 -0.30410
C 0.93835 7.57431 0.59941
C 1.06179 6.21315 0.95020
C 2.18336 5.42810 0.58349
H 0.95500 -2.04625 3.23207
H 2.51884 -1.43464 4.03651
H 0.98077 -1.11179 4.77074
H -0.83056 -0.78645 4.44838
H -2.90674 0.49400 4.66354
H -3.05558 2.76357 3.70087
H -1.24500 3.69724 2.43605
H 5.28631 3.47102 -0.71933
H 5.09589 5.80399 -1.19145
H 3.60127 7.69732 -1.57518
H 1.66802 9.15131 -0.63535
H 0.14510 8.12997 1.07730
H 0.22454 5.85513 1.58396
O 4.33114 -0.34525 1.97197
N 4.52841 -1.47193 1.39995
N 3.46326 -1.96537 0.93584
O 2.39081 -1.33454 0.80125
C 3.53159 -3.31646 0.36458
C 2.40772 -3.78020 -0.18946
C 2.27579 -5.10248 -0.69400
C 3.41930 -5.98709 -0.68863
C 4.54898 -5.42789 -0.15048
C 4.55055 -4.18837 0.45790
H 1.45612 -3.06283 -0.13808
H 1.38555 -5.44660 -1.26729
H 3.27168 -6.90566 -1.22451
H 5.41017 -6.06593 -0.10161
H 5.45381 -3.88807 0.94152
O 1.53808 3.93147 -4.01837
C 1.51396 2.97537 -3.09623
C 0.72748 3.26263 -1.93402
C 0.59720 2.26663 -0.95612
N 1.41442 1.18932 -0.93185
C 2.17185 0.97543 -2.06471
Br 3.51758 -0.30164 -1.96015
C 2.21496 1.81711 -3.21346
H 1.07428 4.69734 -3.71014
H 0.24486 4.20285 -1.87947
H 0.00611 2.43434 -0.11770
H 2.95035 1.64184 -3.94906
C -3.95121 -0.25403 1.08249
C -3.00734 -0.33713 -0.12952
C -1.68709 0.50134 0.18671
C -3.68769 0.23488 -1.41076
Si -2.52279 -2.18470 -0.47181
Br -1.05415 -2.58098 1.17892
C -3.99692 -3.44057 -0.23601
C -3.38343 -4.80774 -0.63550
C -4.40924 -3.53462 1.19934
C -5.23517 -3.12781 -1.03652
C -1.40872 -2.46167 -1.98684
C -0.55341 -1.24322 -2.21452
C -0.52887 -3.68366 -1.88486
C -2.25748 -2.67592 -3.26796
H -4.04287 0.80267 1.24640
H -3.42669 -0.69044 1.89649
H -4.83684 -0.90767 0.95806
H -2.02847 1.37437 0.71585
H -1.17226 0.77397 -0.73208
H -1.04124 -0.07929 0.84770
H -4.17262 1.21048 -1.23488
H -4.56273 -0.40629 -1.64415
H -2.99987 0.25522 -2.28983
H -2.33040 -4.90969 -0.43903
H -3.48272 -4.87266 -1.72559
H -3.91568 -5.65189 -0.23365
H -3.56765 -3.67482 1.88559
H -4.99835 -4.44289 1.25118
H -5.12010 -2.77763 1.53219
H -4.91941 -2.88913 -2.12983
H -5.73062 -2.29079 -0.61549
H -5.85867 -4.02510 -1.09055
H -0.13665 -0.96618 -1.27848
H -0.99100 -0.36145 -2.63121
H 0.31414 -1.51974 -2.86402
H 0.06790 -3.71416 -1.02077
H 0.17265 -3.57568 -2.70762
H -1.01127 -4.66019 -2.01421
H -3.09521 -1.96982 -3.42790
H -2.69827 -3.66714 -3.35832
H -1.58199 -2.61152 -4.08457

Relative energy (zero: lowest compared OMol25 entry of this formula, charge and spin) = 30.0 kcal per mole
Energy = -8490.52447 hartree
HOMO energy (spin up / spin down) = -5.682 / -7.364 eV
M = 915.62 Da
Multiplicity = 3
Total charge = 0
Kohn-Sham gap (spin up / spin down) = 5.97 / 7.17 eV

The highest energy belongs to which entry?
C40H48N7O2Rb